Model i:
This record from the Open Molecules 2025 dataset describes 2 unconnected molecules or ions with the total composition C12H18NO2. The level of theory is ωB97M-V with the def2-TZVPD basis set.

Frontier orbital gap (alpha / beta) (eV): 6.7 / 6.7
Total charge: +1
Multiplicity: 1

Structure (XYZ):
```
33
C12H18NO2 ωB97M-V with the def2-TZVPD basis set
C -3.3875 -1.3067 -0.2483
C -2.5267 -0.9697 -1.3211
C -2.9941 -0.8715 0.9544
C -1.3493 -0.2778 -1.1634
C -1.8062 -0.0717 1.2303
C -0.9121 0.1512 0.1087
C 2.6261 -1.2541 -1.2616
C 1.3033 -1.4012 0.0536
C 0.8575 2.9787 -0.7558
C 0.9770 1.0820 1.6733
C 1.1190 1.4113 -0.7879
C 0.4495 0.6962 0.2610
N 0.5848 -2.1412 0.9901
O 2.5731 -1.1026 0.1005
O 1.2511 -1.6215 -1.2975
H -4.3106 -1.9850 -0.4740
H -2.8342 -1.4067 -2.3429
H -3.6301 -1.0203 1.7070
H -0.7450 -0.0752 -2.0376
H -2.1285 0.9080 1.7904
H 3.0252 -0.2468 -1.8311
H 3.3094 -1.9867 -1.6022
H 1.0552 3.2417 0.2166
H -0.2250 3.2011 -0.9974
H 1.5235 3.5556 -1.3726
H 0.6053 0.5644 2.6393
H 0.5410 2.1488 1.8693
H 2.0531 1.1793 1.6036
H 0.8105 0.9463 -1.6509
H 2.1220 1.4349 -0.5590
H -1.2390 -0.4845 2.1065
H 1.1375 -2.3240 1.7118
H 0.1642 -2.9523 0.6865
```

=====

Model ii:
This record from the Open Molecules 2025 dataset describes a gas-phase ion, C12H18NO2 (charge +1). The level of theory is ωB97M-V with the def2-TZVPD basis set.

Frontier orbital gap (eV): 10.0
Total charge: +1
SMILES: COC1(OC)c2ccccc2CC[N@@H+]1C
Multiplicity: 1

Structure (XYZ):
```
33
C12H18NO2 ωB97M-V with the def2-TZVPD basis set
C 3.2231 -0.7133 -1.7612
C 2.1703 -1.5559 -2.0642
C 3.0100 0.1958 -0.7176
C 0.9286 -1.4257 -1.4340
C 1.7814 0.3944 -0.1495
C 0.6860 -0.4180 -0.5303
C 1.7176 1.3958 0.9513
C 0.3380 1.4418 1.6105
C -0.6979 -0.5069 0.0542
C -2.1493 1.1272 1.4723
C -1.5737 0.2907 -1.9065
C -2.0094 -2.0271 1.2983
N -0.8572 1.0618 0.8320
O -1.7775 -0.5772 -0.8031
O -0.6811 -1.4939 1.0385
H 4.2625 -0.6610 -2.1704
H 2.4264 -2.2489 -2.8080
H 3.8833 0.9140 -0.4568
H 0.2771 -2.2058 -1.7870
H 2.5545 1.1093 1.6435
H 1.9597 2.3903 0.5148
H 0.1593 0.7401 2.3548
H 0.1318 2.4789 2.1589
H -2.0775 0.3037 2.2037
H -2.1047 2.1364 1.9928
H -3.0641 1.1799 0.6806
H -1.4918 -0.3997 -2.7658
H -0.8264 0.9732 -1.8710
H -2.5530 1.0215 -2.0049
H -1.7013 -2.5268 2.1741
H -2.1744 -2.7147 0.5281
H -2.8704 -1.4575 1.5849
H -0.9000 1.7776 0.1372
```

=====

Name the most stable of them. model ii.

=====

Model i:
This record from the Open Molecules 2025 dataset describes 4 unconnected molecules or ions with the total composition C5H16O3. The level of theory is ωB97M-V with the def2-TZVPD basis set.

Frontier orbital gap (eV): 9.9
SMILES: C/C=C/CC.O.O.O
Multiplicity: 1

Structure (XYZ):
```
24
C5H16O3 ωB97M-V with the def2-TZVPD basis set
C 0.0358 3.0332 -0.4185
C -0.1313 1.8355 0.4978
C -0.6742 0.5912 -0.1806
C 0.0091 -0.5384 -0.2721
C -0.5355 -1.7455 -1.0314
H 0.3027 2.7060 -1.3973
H 0.7485 3.7676 -0.0329
H -0.8631 3.6580 -0.4652
H -0.8398 2.0278 1.3141
H 0.7841 1.5569 1.0207
H -1.6766 0.6605 -0.5043
H 1.0577 -0.6438 -0.0098
H 0.3120 -2.2631 -1.4895
H -1.3800 -1.4192 -1.6289
H -0.8432 -2.5278 -0.3226
H 2.8060 0.3353 2.8160
H 3.7049 0.0521 3.9674
O 3.3531 -0.3718 3.1770
H -4.9734 -3.5480 4.2826
H -4.7646 -2.1173 4.7229
O -4.3860 -2.7937 4.1520
H 2.6731 -1.5276 -5.9498
H 2.5351 -0.1342 -6.5344
O 2.7457 -0.5937 -5.7132
```

=====

Model ii:
This record from the Open Molecules 2025 dataset describes 4 unconnected molecules or ions with the total composition C5H16O3. The level of theory is ωB97M-V with the def2-TZVPD basis set.

Frontier orbital gap (eV): 9.8
SMILES: C=C(C)CC.O.O.O
Multiplicity: 1

Structure (XYZ):
```
24
C5H16O3 ωB97M-V with the def2-TZVPD basis set
C -2.2509 -0.3701 -0.2192
C -1.7666 0.2676 1.0575
C -0.4775 0.9036 0.8091
C 0.7302 0.4798 1.3081
C -0.5495 2.2088 0.0842
H -2.4416 0.3372 -0.9385
H -1.6031 -1.0901 -0.6275
H -3.1433 -0.8669 -0.0388
H -2.5479 1.0910 1.4418
H -1.6967 -0.4533 1.8748
H 1.6855 0.9215 1.2813
H 0.8363 -0.4168 1.9042
H 0.3490 2.5714 -0.4276
H -1.4326 2.3581 -0.6245
H -0.6410 2.9557 0.7205
H -1.2200 1.6175 3.0831
H -0.4787 0.5056 3.5955
O -0.8828 1.3331 3.9257
H 2.3890 -3.4120 -3.5301
H 2.8655 -3.3509 -2.1588
O 1.9863 -3.6566 -2.5810
H 1.6310 0.0456 -3.4267
H 3.0756 -0.3651 -2.9030
O 2.4287 -0.5999 -3.5277
```

=====

Name the most stable of them. model i.